Entry 1:
This record from the OMol25 dataset describes a 13-piece molecular cluster, C46H62F30O32S3 overall. The level of theory is wB97M-V/def2-TZVPD.

Its HOMO-LUMO gap is 10.9 eV. The HOMO energy comes out at -0.4022 hartree.

```
173
C46H62F30O32S3 | the OMol25 dataset | wB97M-V/def2-TZVPD
C 5.80 4.66 6.41
C 7.00 5.64 6.19
O 7.43 6.28 7.42
C 8.45 7.31 7.40
O 8.87 7.74 6.33
C 9.00 7.74 8.76
F 8.41 7.10 9.75
F 10.33 7.49 8.71
F 8.82 9.02 8.92
H 5.93 3.86 7.14
H 5.42 4.15 5.52
H 5.00 5.26 6.86
H 6.72 6.37 5.43
H 7.83 5.01 5.87
C 1.03 -3.40 -7.54
C 0.27 -3.67 -8.82
O -0.51 -2.52 -9.10
C -0.02 -1.60 -10.03
O 0.74 -1.90 -10.95
C -0.73 -0.23 -9.99
F -1.51 -0.07 -8.93
F 0.15 0.75 -9.84
F -1.42 -0.13 -11.16
H 1.58 -4.29 -7.23
H 0.35 -3.07 -6.76
H 1.77 -2.65 -7.81
H -0.38 -4.55 -8.77
H 0.87 -3.92 -9.70
C -8.48 -2.11 -9.60
C -9.05 -1.45 -8.36
O -8.29 -0.33 -7.91
C -8.74 0.45 -6.89
O -9.77 0.21 -6.21
C -7.97 1.70 -6.59
F -8.83 2.71 -6.23
F -7.21 1.46 -5.45
F -7.15 2.06 -7.61
H -7.72 -2.88 -9.44
H -8.10 -1.51 -10.43
H -9.27 -2.80 -9.89
H -9.17 -2.18 -7.56
H -10.08 -1.18 -8.60
C -7.20 8.77 -8.64
C -6.96 8.98 -7.18
O -5.60 8.55 -6.90
C -5.30 8.25 -5.62
O -6.04 8.37 -4.62
C -3.85 7.72 -5.46
F -3.75 6.97 -4.37
F -3.47 6.94 -6.54
F -3.04 8.76 -5.39
H -6.95 9.69 -9.17
H -8.20 8.45 -8.94
H -6.46 8.07 -9.03
H -7.66 8.44 -6.55
H -7.11 10.04 -6.96
C 10.01 -3.00 10.57
C 8.75 -2.08 10.52
O 7.99 -2.26 9.38
C 6.94 -3.19 9.31
O 6.59 -3.94 10.27
C 6.01 -2.99 8.12
F 4.80 -2.62 8.50
F 6.60 -2.05 7.38
F 5.85 -4.14 7.53
H 10.74 -2.76 11.35
H 10.58 -3.02 9.64
H 9.60 -3.97 10.82
H 9.18 -1.08 10.44
H 8.18 -2.20 11.45
C 0.01 6.86 3.56
C 0.21 8.07 2.63
O 1.45 8.72 2.73
C 1.90 9.78 2.01
O 1.14 10.35 1.19
C 3.32 10.40 2.30
F 4.07 9.67 3.19
F 3.94 10.64 1.16
F 3.01 11.59 2.83
H 0.76 6.15 3.20
H -0.93 6.32 3.57
H 0.31 7.01 4.59
H -0.41 8.93 2.90
H -0.10 7.82 1.62
C 9.10 7.52 -0.89
C 9.23 6.44 0.25
O 8.78 5.20 -0.19
C 7.47 4.89 -0.21
O 6.55 5.74 0.03
C 7.10 3.44 -0.58
F 6.69 3.44 -1.84
F 8.16 2.70 -0.54
F 6.14 2.99 0.22
H 9.61 7.06 -1.74
H 9.63 8.46 -0.77
H 8.07 7.64 -1.21
H 8.61 6.70 1.11
H 10.23 6.31 0.67
C -0.12 0.42 -2.38
C -1.14 0.00 -1.33
O -0.47 -0.34 -0.14
C -0.97 -1.15 0.72
O -2.13 -1.63 0.70
C -0.09 -1.40 1.96
F 0.43 -0.28 2.44
F -0.76 -1.94 2.95
F 0.89 -2.21 1.61
H 0.59 1.18 -2.05
H -0.46 0.92 -3.28
H 0.56 -0.41 -2.57
H -1.74 -0.85 -1.66
H -1.93 0.72 -1.10
C 5.50 -6.48 0.46
C 6.55 -6.72 1.58
O 6.16 -7.79 2.47
C 6.20 -9.10 2.12
O 6.78 -9.63 1.18
C 5.30 -9.96 3.04
F 4.30 -10.30 2.34
F 5.99 -11.08 3.35
F 5.00 -9.35 4.17
H 5.43 -7.32 -0.23
H 5.70 -5.54 -0.06
H 4.49 -6.42 0.88
H 6.80 -5.84 2.17
H 7.48 -6.99 1.09
C -1.05 -9.50 -3.91
C 0.04 -9.85 -2.92
O -0.57 -9.76 -1.65
C -0.52 -8.61 -0.97
O -0.27 -7.54 -1.56
C -0.95 -8.67 0.49
F -2.11 -8.03 0.74
F -1.00 -9.95 0.86
F 0.07 -8.11 1.24
H -0.68 -9.51 -4.93
H -1.68 -8.62 -3.78
H -1.81 -10.28 -3.96
H 0.87 -9.15 -3.00
H 0.54 -10.79 -3.16
C -6.93 -7.88 -4.47
C -6.37 -7.85 -3.05
O -5.62 -6.72 -2.88
S -6.03 -5.60 -4.01
O -4.99 -4.74 -4.54
O -7.25 -4.91 -3.62
O -6.31 -6.76 -5.06
H -8.01 -7.78 -4.40
H -6.65 -8.86 -4.84
H -5.83 -8.71 -2.65
H -7.20 -7.70 -2.36
C -3.88 -1.57 9.46
C -4.65 -1.05 8.21
O -3.86 0.00 7.68
S -2.96 0.78 8.85
O -3.79 1.67 9.65
O -1.66 1.19 8.41
O -2.81 -0.64 9.67
H -3.30 -2.50 9.45
H -4.56 -1.47 10.30
H -5.62 -0.67 8.53
H -4.68 -1.74 7.36
C -8.46 -0.24 0.91
C -9.88 -0.52 0.59
O -10.62 -0.27 1.75
S -9.87 0.93 2.61
O -9.67 0.49 3.99
O -10.60 2.18 2.37
O -8.45 0.87 1.76
H -7.93 0.13 0.03
H -8.05 -1.14 1.37
H -10.15 -1.46 0.10
H -10.25 0.29 -0.04
```

Atomic partial charges in e from the Mulliken method, atoms 1 to 4: -1.194, -0.113, -0.242, 0.365


Entry 2:
This record from the OMol25 dataset describes C46H62NO2TeTi as an isolated structure. The level of theory is wB97M-V/def2-TZVPD.

Its multiplicity is 3. Its HOMO-LUMO gap (alpha / beta) is 7.0 / 5.5 eV. The net charge is +1. The HOMO energy (alpha / beta) comes out at -0.3616 / -0.3668 hartree. The energy above the lowest of the compared OMol25 structures with the same formula, charge and spin comes out at 0.0 kcal per mole.

```
113
C46H62NO2TeTi | the OMol25 dataset | wB97M-V/def2-TZVPD
Ti -0.05 0.05 0.13
C -0.99 -4.26 -0.86
C -0.23 -3.58 0.27
C 1.24 -3.40 -0.11
C -0.86 -2.27 0.71
C -1.93 -1.66 0.04
C -2.52 -0.49 0.53
C -2.09 0.10 1.72
C -2.76 1.32 2.27
C -1.03 -0.52 2.40
C -0.41 -1.66 1.90
H -0.54 -5.23 -1.07
H -0.94 -3.67 -1.78
H -2.04 -4.43 -0.61
H -0.28 -4.22 1.15
H 1.33 -2.85 -1.04
H 1.70 -4.38 -0.25
H 1.81 -2.88 0.66
H -2.29 -2.08 -0.88
H -3.33 -0.04 -0.03
H -3.64 1.03 2.85
H -3.10 1.98 1.47
H -2.09 1.88 2.92
H -0.65 -0.07 3.31
H 0.42 -2.09 2.44
C 5.25 0.53 -5.14
C 5.20 -0.57 -4.08
C 5.44 -1.94 -4.74
C 6.32 -0.33 -3.06
C 3.83 -0.57 -3.42
C 3.65 -0.34 -2.09
C 2.33 -0.35 -1.55
N 1.95 -0.11 -0.29
C 2.76 0.23 0.80
C 4.06 -0.21 1.03
C 4.73 0.22 2.16
C 4.06 1.11 3.00
C 2.76 1.57 2.82
C 2.07 1.08 1.70
O 0.80 1.35 1.37
C 2.23 2.58 3.85
C 3.14 3.81 3.85
C 0.81 3.08 3.57
C 2.24 1.93 5.24
C 6.15 -0.23 2.50
C 6.72 -1.18 1.45
C 7.07 1.00 2.59
C 6.14 -0.96 3.85
C 1.20 -0.53 -2.41
O 0.03 -0.41 -1.84
C 1.38 -0.77 -3.79
C 2.68 -0.80 -4.24
C 0.18 -0.94 -4.73
C -0.68 -2.12 -4.26
C 0.62 -1.23 -6.17
C -0.65 0.34 -4.74
H 6.23 0.54 -5.63
H 5.09 1.51 -4.69
H 4.50 0.39 -5.92
H 6.43 -1.95 -5.22
H 4.70 -2.15 -5.51
H 5.41 -2.74 -4.00
H 7.28 -0.35 -3.58
H 6.34 -1.10 -2.29
H 6.22 0.65 -2.58
H 4.48 -0.12 -1.45
H 4.50 -0.93 0.36
H 4.59 1.47 3.87
H 3.14 4.29 2.86
H 4.17 3.57 4.10
H 2.78 4.54 4.58
H 0.77 3.61 2.62
H 0.52 3.77 4.36
H 0.08 2.27 3.54
H 3.24 1.62 5.55
H 1.59 1.05 5.27
H 1.87 2.64 5.98
H 6.77 -0.71 0.46
H 6.13 -2.09 1.36
H 7.73 -1.47 1.73
H 7.10 1.53 1.63
H 8.09 0.69 2.84
H 6.74 1.70 3.35
H 5.50 -1.84 3.82
H 5.78 -0.31 4.66
H 7.15 -1.28 4.12
H 2.85 -0.98 -5.29
H -0.10 -3.04 -4.22
H -1.51 -2.27 -4.95
H -1.10 -1.93 -3.27
H 1.21 -2.15 -6.23
H 1.20 -0.41 -6.59
H -0.26 -1.36 -6.79
H -1.05 0.56 -3.75
H -1.49 0.24 -5.42
H -0.05 1.19 -5.07
C 0.86 3.01 -1.68
Te -1.12 2.40 -1.14
C -0.97 3.83 0.43
C 0.25 4.66 0.12
C 0.52 5.82 0.85
C 1.65 6.57 0.58
C 2.52 6.18 -0.43
C 2.25 5.04 -1.17
C 1.12 4.27 -0.89
H 0.91 3.15 -2.75
H 1.55 2.21 -1.39
H -0.85 3.28 1.35
H -1.88 4.43 0.47
H -0.16 6.12 1.64
H 1.85 7.46 1.15
H 3.40 6.77 -0.66
H 2.92 4.73 -1.96
```

Atomic partial charges in e from the Mulliken method, atoms 1 to 4: -0.875, -1.758, 0.564, -1.101


Entry 3:
This record from the OMol25 dataset describes C46H63BFN7O2PbS as an isolated structure. The level of theory is wB97M-V/def2-TZVPD.

Its HOMO-LUMO gap is 2.5 eV. The net charge is -2. The HOMO energy comes out at 0.0307 hartree. The energy above the lowest of the compared OMol25 structures with the same formula, charge and spin comes out at 94.2 kcal per mole.

```
122
C46H63BFN7O2PbS | the OMol25 dataset | wB97M-V/def2-TZVPD
Pb 13.59 13.84 13.11
O 10.70 13.27 13.49
H 9.91 13.26 12.93
H 10.33 13.02 14.35
F 16.46 12.38 13.84
N 15.90 12.05 11.68
C 15.59 12.61 12.74
H 15.23 12.09 10.90
O 11.37 14.60 10.03
S 12.49 13.61 9.75
N 13.53 13.29 10.76
C 13.66 16.33 18.12
C 13.05 15.47 17.24
C 13.04 15.84 15.90
C 13.74 16.92 15.36
C 14.52 17.65 16.27
C 14.42 17.43 17.60
C 13.94 17.06 13.95
C 13.86 16.15 12.94
C 14.41 16.45 11.62
C 13.67 16.52 10.44
C 14.33 16.75 9.22
C 15.71 16.83 9.17
C 16.44 16.85 10.33
C 15.84 16.66 11.58
H 13.73 16.02 19.16
H 12.61 14.53 17.62
H 12.44 15.30 15.18
H 15.28 18.30 15.87
H 14.94 18.09 18.30
H 14.34 18.01 13.61
H 12.59 16.29 10.43
H 13.78 16.83 8.29
H 16.26 16.89 8.26
H 17.53 16.87 10.14
H 16.37 16.67 12.55
C 16.26 7.23 14.60
C 15.85 8.71 14.59
C 17.08 9.69 15.01
C 14.52 8.98 15.21
C 14.45 9.67 16.46
C 13.32 9.58 17.23
C 12.13 9.09 16.64
C 12.11 8.56 15.35
C 10.81 8.05 14.76
C 9.69 9.00 15.22
C 10.61 6.59 15.20
C 13.39 8.36 14.69
N 13.49 7.91 13.32
B 14.46 8.34 12.30
N 14.06 7.60 11.16
C 13.13 6.62 11.50
C 12.73 6.80 12.76
C 14.45 7.99 9.82
C 13.56 8.28 8.83
C 14.06 8.36 7.48
C 15.39 8.52 7.20
C 16.28 8.40 8.29
C 15.82 8.01 9.54
C 16.85 7.68 10.66
C 18.18 8.42 10.53
C 17.06 6.18 10.86
C 12.13 8.70 9.08
C 11.06 7.67 8.91
C 11.97 9.60 10.32
H 17.31 7.17 14.25
H 15.53 6.61 14.02
H 16.17 6.81 15.60
H 15.68 9.10 13.54
H 17.39 9.34 15.98
H 16.80 10.75 15.02
H 17.87 9.56 14.27
H 15.30 10.28 16.86
H 13.23 9.89 18.30
H 11.22 9.18 17.14
H 10.87 8.13 13.65
H 9.42 8.80 16.30
H 8.84 8.88 14.58
H 10.07 10.07 15.15
H 10.37 6.61 16.31
H 11.47 5.91 15.12
H 9.78 6.22 14.65
H 12.88 5.75 10.89
H 12.02 6.13 13.34
H 13.38 8.20 6.66
H 15.79 8.73 6.19
H 17.36 8.53 8.18
H 16.38 8.11 11.57
H 18.85 7.91 9.88
H 18.69 8.67 11.45
H 18.02 9.40 10.03
H 17.54 5.75 10.04
H 16.06 5.76 10.89
H 17.71 5.86 11.76
H 12.02 9.37 8.24
H 10.97 7.09 9.80
H 11.33 6.95 8.12
H 10.02 8.06 8.83
H 11.90 9.03 11.22
H 11.03 10.17 10.26
H 12.76 10.32 10.43
C 5.36 13.25 13.83
N 5.64 13.92 12.55
C 4.52 14.09 11.66
C 6.97 14.17 12.20
N 7.91 13.28 12.40
N 7.24 15.35 11.58
C 6.32 16.46 11.68
C 8.49 15.64 11.05
H 5.00 14.07 14.59
H 6.23 12.80 14.26
H 4.55 12.46 13.70
H 3.81 13.29 11.88
H 4.78 14.09 10.59
H 3.90 14.99 11.91
H 7.57 12.41 12.83
H 6.07 16.67 12.74
H 5.41 16.43 11.14
H 6.88 17.25 11.25
H 8.59 15.39 9.98
H 9.29 15.10 11.64
H 8.75 16.71 11.05
```

Atomic partial charges in e from the Mulliken method, atoms 1 to 4: 1.059, -0.289, 0.351, 0.124